# 1
15
Properties=species:S:1:pos:R:3 method="wB97M-V/def2-TZVPD" e_tot_ha=-1655.72332 homo_energy_ev=-9.7 orbital_gap_ev=9.95 total_charge=0
C 1.533 1.378 0.712
C 0.595 -0.133 -2.156
O -1.064 -0.018 0.695
Si -2.301 -0.910 1.076
Si 0.988 -0.133 -0.250
Cl -2.431 -1.211 3.103
Cl 1.755 -1.903 0.195
H 0.719 2.181 0.726
H 1.711 1.339 1.823
H 2.287 1.968 0.225
H 0.704 -1.016 -2.780
H -0.339 0.375 -2.420
H 1.422 0.537 -2.496
H -1.991 -2.318 0.787
H -3.587 -0.137 0.760

---

# 2
15
Properties=species:S:1:pos:R:3 method="wB97M-V/def2-TZVPD" smiles=CNP(Cl)NCO e_tot_ha=-1067.29757 homo_energy_ev=-8.9 orbital_gap_ev=9.80 total_charge=0
C -1.615 2.357 -1.033
N -0.942 1.261 -0.390
P -0.072 0.167 -1.334
Cl -1.378 -1.352 -1.915
N 0.611 -0.846 -0.050
C 1.016 -2.255 -0.207
O 0.095 -3.075 0.519
H -0.999 2.602 -1.928
H -2.764 2.175 -1.335
H -1.610 3.050 -0.289
H -1.450 0.849 0.465
H 1.441 -0.589 0.479
H 2.096 -2.270 0.050
H 1.040 -2.568 -1.257
H -0.593 -3.346 -0.079

---

# 3
13
Properties=species:S:1:pos:R:3 method="wB97M-V/def2-TZVPD" e_tot_ha=-487.87280 homo_energy_ev=-13.6 orbital_gap_ev=8.96 total_charge=+1
C 0.275 0.959 -0.454
C 0.348 -0.377 0.272
N 0.505 2.018 0.444
N -1.097 -1.575 -0.189
I 2.143 -1.584 0.169
H 0.903 0.963 -1.483
H -0.818 0.917 -0.920
H 0.160 -0.348 1.350
H -0.138 2.180 1.178
H 1.499 2.267 0.594
H -0.973 -1.473 -1.271
H -2.137 -1.547 0.032
H -0.670 -2.402 0.278

---

# 4
13
Properties=species:S:1:pos:R:3 method="wB97M-V/def2-TZVPD" e_tot_ha=-487.90467 homo_energy_ev=-14.0 orbital_gap_ev=9.34 total_charge=+1
C -0.286 0.430 1.588
C -1.272 -0.940 -0.155
N 0.600 -0.268 -1.907
N -0.763 -0.841 1.036
I -1.468 -2.692 -1.127
H 0.791 0.249 1.939
H -0.088 1.308 0.846
H -0.849 0.873 2.422
H -1.491 -0.038 -0.705
H 0.902 0.536 -1.485
H 1.161 -1.007 -1.962
H -0.344 -1.663 1.518
H 0.353 -0.131 -2.925

---

# 5
11
Properties=species:S:1:pos:R:3 method="wB97M-V/def2-TZVPD" e_tot_ha=-135.25285 homo_energy_ev="-14.6 / -14.2" orbital_gap_ev="8.70 / 8.76" total_charge=+1
C 1.264 -0.545 0.277
C -1.054 0.322 0.146
N -0.015 -0.657 -0.114
H 1.976 -1.278 -0.061
H 0.182 2.231 -0.702
H 1.593 0.156 1.087
H -1.225 0.520 1.117
H -0.357 1.575 -0.365
H -2.017 0.191 -0.473
H -0.123 -0.904 -1.182
H -0.223 -1.613 0.270

---

# 6
11
Properties=species:S:1:pos:R:3 method="wB97M-V/def2-TZVPD" s2=0.76 e_tot_ha=-134.66635 homo_energy_ev="-24.1 / -24.1" orbital_gap_ev="8.94 / 8.16" total_charge=+2 multiplicity=2
C 1.171 1.938 -0.294
N -0.606 -1.852 0.203
C -0.627 -0.286 0.037
H 0.944 2.603 -1.109
H 1.979 1.352 -0.646
H 0.318 1.125 -0.427
H -1.231 -0.305 -0.892
H 1.310 2.290 0.827
H 0.331 -2.274 0.553
H -1.321 0.019 0.946
H -1.351 -1.764 0.870

---

# 7
12
Properties=species:S:1:pos:R:3 method="wB97M-V/def2-TZVPD" s2=0.75 e_tot_ha=-190.44071 homo_energy_ev="1.4 / -5.5" orbital_gap_ev="2.44 / 9.65" total_charge=-1 multiplicity=2
C -2.217 -1.028 3.644
H -2.212 0.055 3.746
H -1.943 -1.521 4.575
H -3.118 -1.446 3.207
H -1.365 -1.225 2.997
N 1.370 1.452 -3.330
C 1.406 0.516 -2.345
N 2.500 0.139 -1.812
H 0.646 1.546 -4.025
H 2.217 1.945 -3.536
H 0.445 0.237 -1.904
H 2.271 -0.669 -1.216

---

# 8
12
Properties=species:S:1:pos:R:3 method="wB97M-V/def2-TZVPD" s2=0.75 e_tot_ha=-190.41379 homo_energy_ev="1.5 / -4.7" orbital_gap_ev="1.61 / 7.67" total_charge=-1 multiplicity=2
C 5.173 -1.924 1.851
H 4.638 -1.996 2.798
H 5.932 -1.147 1.866
H 5.724 -2.872 1.790
H 4.415 -1.823 1.086
N -3.449 2.311 -0.980
C -3.794 1.020 -1.232
N -4.284 0.673 -2.360
H -2.768 2.488 -0.239
H -3.791 3.001 -1.623
H -3.766 0.509 -0.244
H -4.028 -0.241 -2.711

---

# 9
12
Properties=species:S:1:pos:R:3 method="wB97M-V/def2-TZVPD" smiles="C=NC.N" e_tot_ha=-190.44130 homo_energy_ev=-9.8 orbital_gap_ev=10.86 total_charge=0
C 0.043 -1.479 1.469
N -0.076 -0.717 0.475
C 1.073 0.093 0.467
H -0.754 -2.206 1.811
H 0.877 -1.574 2.067
H 0.806 1.134 0.179
H 1.445 0.147 1.421
H 1.947 -0.257 -0.143
N -1.524 1.357 -1.804
H -1.173 0.582 -1.372
H -1.902 1.015 -2.677
H -0.763 1.906 -1.894

---

# 10
12
Properties=species:S:1:pos:R:3 method="wB97M-V/def2-TZVPD" smiles="C=NC.N" e_tot_ha=-190.41635 homo_energy_ev=-9.1 orbital_gap_ev=9.80 total_charge=0
C 1.741 2.156 1.626
N 1.711 0.847 1.771
C 0.841 0.313 0.723
H 1.857 2.736 0.751
H 1.662 2.708 2.662
H 0.019 -0.210 1.182
H 1.461 -0.452 0.189
H 0.386 1.100 0.165
N -2.291 -2.225 -2.507
H -2.625 -1.388 -1.983
H -1.674 -2.742 -1.781
H -3.088 -2.842 -2.799

---

# 11
12
Properties=species:S:1:pos:R:3 method="wB97M-V/def2-TZVPD" smiles="C=N.CN" e_tot_ha=-190.40691 homo_energy_ev=-9.7 orbital_gap_ev=10.51 total_charge=0
C -2.616 -1.157 0.574
N -3.293 -2.322 0.273
H -3.075 -0.473 1.290
H -1.722 -0.712 0.166
H -2.818 -2.906 -0.608
C 2.026 0.846 -0.643
N 1.475 1.664 0.379
H 1.574 -0.238 -0.567
H 3.165 0.737 -0.819
H 1.654 0.965 -1.724
H 2.166 2.351 0.386
H 1.463 1.244 1.293

---

# 12
12
Properties=species:S:1:pos:R:3 method="wB97M-V/def2-TZVPD" smiles=NCCN e_tot_ha=-190.49037 homo_energy_ev=-9.1 orbital_gap_ev=10.28 total_charge=0
N -0.204 1.490 -0.758
C 0.736 0.525 -0.191
C 0.246 -0.860 0.123
N -0.637 -0.936 1.266
H -0.262 1.514 -1.759
H -1.104 1.481 -0.339
H 1.306 0.999 0.602
H 1.473 0.374 -0.995
H -0.194 -1.284 -0.791
H 1.108 -1.509 0.304
H -1.180 -0.092 1.381
H -1.286 -1.703 1.156

---

# 13
12
Properties=species:S:1:pos:R:3 method="wB97M-V/def2-TZVPD" s2=0.77 e_tot_ha=-190.19764 homo_energy_ev="-14.6 / -14.6" orbital_gap_ev="10.58 / 7.07" total_charge=+1 multiplicity=2
N 2.627 0.633 0.056
H 3.400 0.165 0.512
H 2.684 0.472 -0.942
H 2.728 1.626 0.226
C -2.600 -0.595 -0.090
C -1.359 -0.040 -0.333
N -0.253 -0.533 0.167
H -2.745 -1.549 0.409
H -3.512 -0.212 -0.527
H -1.328 0.957 -0.753
H -0.269 -0.939 1.102
H 0.627 0.014 0.171

---

# 14
13
Properties=species:S:1:pos:R:3 method="wB97M-V/def2-TZVPD" e_tot_ha=-265.71279 homo_energy_ev=-9.7 orbital_gap_ev=10.79 total_charge=0
H 0.628 -1.190 0.088
N 1.415 -0.977 0.704
C 2.090 -0.057 0.173
N 1.810 0.462 -1.105
H 2.874 0.441 0.741
H 0.945 0.975 -1.192
H 2.550 0.823 -1.681
C -2.387 -0.116 0.219
O -1.193 0.529 0.630
H -3.242 0.272 0.780
H -2.546 0.097 -0.833
H -2.340 -1.196 0.374
H -0.605 -0.064 1.103

---

# 15
13
Properties=species:S:1:pos:R:3 method="wB97M-V/def2-TZVPD" e_tot_ha=-265.60076 homo_energy_ev="-8.5 / -8.5" orbital_gap_ev="7.92 / 7.91" total_charge=0
C 0.609 -1.739 0.058
C 0.333 1.894 0.118
N 0.522 -0.382 0.557
N 0.446 0.509 -0.317
O -1.765 -0.276 -0.058
H -2.624 -0.646 0.180
H -0.350 0.228 -1.039
H 1.671 -1.955 -0.114
H 0.223 -2.396 0.832
H 0.036 -1.887 -0.858
H 1.101 2.100 0.860
H 0.468 2.540 -0.749
H -0.671 2.010 0.530

---

# 16
13
Properties=species:S:1:pos:R:3 method="wB97M-V/def2-TZVPD" smiles="C=O.NCN" e_tot_ha=-265.69211 homo_energy_ev=-8.9 orbital_gap_ev=9.50 total_charge=0
C 1.911 -0.600 -1.538
O 3.015 -0.531 -1.059
H 0.906 -0.773 -1.148
H 1.956 -0.346 -2.626
N 0.262 0.726 0.964
C -1.093 0.303 1.242
N -1.860 -0.246 0.113
H 0.419 1.563 0.442
H 0.870 -0.042 0.743
H -1.660 1.123 1.671
H -1.053 -0.528 1.947
H -1.459 -1.106 -0.238
H -2.212 0.458 -0.512

---

# 17
13
Properties=species:S:1:pos:R:3 method="wB97M-V/def2-TZVPD" smiles=CON(C)N e_tot_ha=-265.62023 homo_energy_ev=-9.1 orbital_gap_ev=10.16 total_charge=0
C -1.867 0.678 0.224
O -0.783 -0.066 -0.174
N 0.677 0.160 0.357
C 1.306 -0.972 -0.361
N 1.239 1.315 -0.134
H -2.167 1.327 -0.669
H -1.575 1.347 0.996
H -2.713 -0.041 0.384
H 2.407 -1.041 0.011
H 0.633 -1.805 -0.084
H 1.336 -0.786 -1.441
H 1.167 1.504 -1.084
H 0.873 2.163 0.357

---

# 18
14
Properties=species:S:1:pos:R:3 method="wB97M-V/def2-TZVPD" smiles="NC=O.NCO" e_tot_ha=-340.97629 homo_energy_ev=-9.9 orbital_gap_ev=10.78 total_charge=0
N -1.622 -1.128 0.135
C -2.268 -0.030 0.573
O -1.756 0.878 1.193
H -0.689 -1.125 -0.305
H -2.028 -2.006 -0.164
H -3.318 0.156 0.256
N 1.499 1.163 0.384
C 1.524 0.144 -0.690
O 1.192 -1.103 -0.095
H 0.568 1.571 0.462
H 2.062 1.912 -0.020
H 0.906 0.426 -1.541
H 2.560 0.096 -1.031
H 1.368 -0.953 0.844

---

Record-wise energy relative to the best compared isomer or geometry (same formula, charge and spin) values, in kcal/mol: 49.9; 41.9; 56.5; 36.5; 155.6; 191.5; 3.0; 19.9; 36.1; 51.8; 57.7; 5.3; 9.8; 44.1; 114.4; 57.1; 102.2; 34.0